Formula: C2N5S2
Source: the Open Molecules 2025 dataset
Level of theory: ωB97M-V with the def2-TZVPD basis set

The HOMO-LUMO gap (spin up / spin down) is 0.18382 / 0.19416 Eh. As for the total charge: -1. As for the energy relative to the best compared isomer or geometry (same formula, charge and spin): 0.0 kcal per mole. The calculated total energy comes out at -31190.9902 eV. The maximum force is 4.229 eV Å⁻¹.

Each line ends with the Löwdin charge.
Atoms and positions in Å:
C 0.84918 -0.28035 0.45559  -0.64
C -0.54409 0.20540 -0.00190  -0.56
N 1.72415 -0.95234 -0.08097  0.07
N 0.76720 0.05943 1.82439  0.00
N -1.14415 0.78058 1.03539  -0.05
N -0.34880 0.49541 2.07666  -0.13
N -0.33080 -0.16822 -2.77777  -0.94
S -0.92751 -0.29656 -4.25387  0.41
S -1.34103 0.28434 -1.55606  0.84